# 1
Here is C2Cl4OS as an isolated structure at a distorted geometry from OMol25. Energies are from the ωB97M-V functional and the def2-TZVPD basis.

The geometry in XYZ format:
```
8
Properties=species:S:1:pos:R:3
C 0.78852 0.40546 -0.15657
S -1.42213 0.25975 0.42773
Cl 2.86719 -1.11641 -0.34385
Cl -3.62823 -0.03251 -0.81612
Cl 1.60965 1.89316 -0.39664
Cl 0.24952 -2.18885 0.28737
O -1.75339 1.57809 0.95372
C 1.28888 -0.79869 0.04437
```

## Properties
* 2S+1: 1
* ΔE to the lowest compared entry with this formula, charge and spin: 69.8 kcal per mole
* orbital gap (alpha / beta): 6.79 / 7.04 eV
* electronic energy: -2390.25746 Ha

These are the Löwdin partial charges, in e, on atoms 1 to 5: atom 1 (C): -0.83, atom 2 (S): 0.80, atom 3 (Cl): 0.72, atom 4 (Cl): -0.12, atom 5 (Cl): 0.67

---

# 2
Here is one molecule with the formula C2Cl4OS at a distorted geometry from OMol25. Energies are from the ωB97M-V functional and the def2-TZVPD basis.

The geometry in XYZ format:
```
8
Properties=species:S:1:pos:R:3
S -1.31232 -0.90807 -0.02939
Cl -0.37845 1.96646 -0.39471
O -1.67700 -1.08183 -1.41521
Cl 1.66040 -1.72338 0.45514
Cl 2.72448 1.02430 0.28983
C 0.06092 0.34377 0.06819
C 1.41552 -0.06535 0.17364
Cl -2.49355 0.44409 0.85252
```

## Properties
* 2S+1: 1
* ΔE to the lowest compared entry with this formula, charge and spin: 19.1 kcal per mole
* orbital gap: 9.39 eV
* electronic energy: -2390.33818 Ha

These are the Löwdin partial charges, in e, on atoms 1 to 5: atom 1 (S): 0.49, atom 2 (Cl): 0.59, atom 3 (O): -0.50, atom 4 (Cl): 0.67, atom 5 (Cl): 0.67

---

# 3
Here is a 2-piece molecular cluster, C2ClF2OS overall at a distorted geometry from OMol25. Energies are from the ωB97M-V functional and the def2-TZVPD basis.

The geometry in XYZ format:
```
7
Properties=species:S:1:pos:R:3
S 1.93796 -1.15193 -0.20996
F -1.31683 1.72998 -0.67404
Cl -1.70837 -0.39725 0.90808
C 1.60904 0.39298 -0.45050
C -0.98322 0.32694 -0.58011
O 1.60719 1.55167 -0.61372
F -1.68655 -0.17077 -1.71924
```

## Properties
* 2S+1: 1
* ΔE to the lowest compared entry with this formula, charge and spin: 39.2 kcal per mole
* orbital gap: 6.36 eV
* net charge: -1
* electronic energy: -1209.58444 Ha

These are the Löwdin partial charges, in e, on atoms 1 to 5: atom 1 (S): 0.61, atom 2 (F): -0.18, atom 3 (Cl): 0.40, atom 4 (C): -0.90, atom 5 (C): -0.79

---

# 4
Here is one molecule with the formula C2ClF3O3S at a distorted geometry from OMol25. Energies are from the ωB97M-V functional and the def2-TZVPD basis.

The geometry in XYZ format:
```
10
Properties=species:S:1:pos:R:3
O -1.40952 -1.21266 1.11701
C -1.26242 -0.34056 0.28326
O 2.50397 0.33739 -0.67348
S 1.34407 0.76787 0.01410
F 1.40522 0.14667 1.59002
O 0.79425 2.02871 0.11254
F -0.21206 0.45330 -1.76191
C -0.07927 -0.30727 -0.61006
F 0.41153 -1.51892 -0.97612
Cl -2.28203 0.98763 0.15828
```

## Properties
* 2S+1: 1
* ΔE to the lowest compared entry with this formula, charge and spin: 29.0 kcal per mole
* orbital gap: 10.84 eV
* electronic energy: -1459.85921 Ha
* SMILES string: O=C(Cl)C(F)(F)S(=O)(=O)F

These are the Löwdin partial charges, in e, on atoms 1 to 5: atom 1 (O): 0.10, atom 2 (C): -0.79, atom 3 (O): -0.19, atom 4 (S): 0.76, atom 5 (F): -0.19

---

# 5
Here is one molecule with the formula C2ClF3S at a distorted geometry from OMol25. Energies are from the ωB97M-V functional and the def2-TZVPD basis.

The geometry in XYZ format:
```
7
Properties=species:S:1:pos:R:3
C 0.70276 0.29234 -0.05595
C -0.65810 -0.41641 0.00011
S 0.36690 -0.74592 -1.46854
F -0.77572 -1.39549 0.93149
F 1.69051 -0.00749 0.73253
F 0.70226 1.64442 -0.19639
Cl -2.02860 0.62854 0.05677
```

## Properties
* 2S+1: 1
* ΔE to the lowest compared entry with this formula, charge and spin: 0.0 kcal per mole
* orbital gap: 10.95 eV
* electronic energy: -1234.14581 Ha
* SMILES string: FC1(F)S[C@]1(F)Cl

These are the Löwdin partial charges, in e, on atoms 1 to 5: atom 1 (C): -0.84, atom 2 (C): -1.07, atom 3 (S): 1.01, atom 4 (F): -0.02, atom 5 (F): 0.13

---

# 6
Here is an isolated ion of composition C2ClN2O2 and charge -1 at a distorted geometry from OMol25. Energies are from the ωB97M-V functional and the def2-TZVPD basis.

The geometry in XYZ format:
```
7
Properties=species:S:1:pos:R:3
C -0.29104 0.50528 -0.43539
N -1.21428 -0.44359 -0.79068
N -0.23768 -0.33889 -1.54740
C 0.80201 -0.14100 0.90790
O 0.36203 -1.16559 1.32510
O 1.83894 0.45462 0.89568
Cl -0.71424 2.20613 -0.84345
```

## Properties
* 2S+1: 1
* ΔE to the lowest compared entry with this formula, charge and spin: 0.7 kcal per mole
* orbital gap: 8.09 eV
* net charge: -1
* electronic energy: -796.38752 Ha
* SMILES string: O=C([O-])C1(Cl)N=N1

These are the Löwdin partial charges, in e, on atoms 1 to 5: atom 1 (C): -0.87, atom 2 (N): 0.05, atom 3 (N): 0.07, atom 4 (C): -0.72, atom 5 (O): 0.01

---

# 7
Here is a 2-piece molecular cluster, C2ClNOS3 overall at a distorted geometry from OMol25. Energies are from the ωB97M-V functional and the def2-TZVPD basis.

The geometry in XYZ format:
```
8
Properties=species:S:1:pos:R:3
O 1.02751 1.07953 -1.12492
C 0.65526 -0.84553 0.50217
C 0.41354 0.26179 -0.48216
S -1.73924 -1.52745 0.43810
S -0.95110 3.69363 -0.56009
S -1.45648 0.16404 -0.71642
N -0.22405 -1.69695 0.82985
Cl 2.27457 -1.12905 1.11348
```

## Properties
* 2S+1: 1
* ΔE to the lowest compared entry with this formula, charge and spin: 0.0 kcal per mole
* orbital gap (alpha / beta): 6.74 / 6.69 eV
* electronic energy: -1860.83380 Ha

These are the Löwdin partial charges, in e, on atoms 1 to 5: atom 1 (O): -0.01, atom 2 (C): -0.83, atom 3 (C): -0.68, atom 4 (S): 0.64, atom 5 (S): 0.08

---

# 8
Here is C2ClNS3 as an isolated structure at a distorted geometry from OMol25. Energies are from the ωB97M-V functional and the def2-TZVPD basis.

The geometry in XYZ format:
```
7
Properties=species:S:1:pos:R:3
S 0.37680 1.97500 -1.57715
C 0.31458 1.09007 -0.27778
C -0.20483 -0.83259 -0.43423
Cl -0.69962 -1.47249 -1.90787
S -0.06007 -0.68768 2.11180
N -0.23855 -1.37172 0.68886
S 0.51170 1.29941 1.39636
```

## Properties
* 2S+1: 1
* ΔE to the lowest compared entry with this formula, charge and spin: 0.0 kcal per mole
* orbital gap: 8.35 eV
* electronic energy: -1785.64657 Ha

These are the Löwdin partial charges, in e, on atoms 1 to 5: atom 1 (S): 0.65, atom 2 (C): -1.23, atom 3 (C): -0.83, atom 4 (Cl): 0.70, atom 5 (S): 0.63

---

- What is the formula in the seventh record?
  C2ClNOS3